(1)
Entry from OMol25: C25H35N2OPReS2 as an isolated structure (ωB97M-V/def2-TZVPD).

Structure (XYZ):
```
67
Properties=species:S:1:pos:R:3:forces:R:3:mulliken_spin:R:1
H 1.6778 2.6612 0.4737 0.020 0.007 -0.026 0.000
C -0.8352 1.4016 -3.3671 -0.008 -0.012 -0.185 -0.014
C 2.9445 -4.1035 1.5704 -0.021 -0.076 -0.036 -0.001
H 2.4071 -3.9048 0.6467 0.007 -0.023 0.033 0.002
H -3.7354 -1.0973 3.0437 -0.026 -0.015 -0.020 0.000
C 1.8938 -0.8640 0.9501 0.021 -0.039 0.085 0.031
C 4.7263 -3.5798 3.0937 0.028 -0.064 0.066 -0.001
H 3.0158 -6.3086 4.1342 0.014 -0.004 -0.015 0.000
C 4.0154 -3.2945 1.9351 -0.073 0.151 0.029 -0.001
H -2.7251 3.4270 -2.3214 0.019 -0.006 0.004 0.000
C -1.3278 -0.8809 3.1816 -0.006 -0.022 -0.105 0.002
H -5.9946 -1.3808 2.1992 0.006 0.003 0.001 0.000
N 0.8413 -0.6806 1.6427 -0.253 0.086 -0.224 0.020
S 1.8652 -1.2505 -0.8194 -0.479 -0.140 -0.072 -0.075
C -0.1010 0.1060 -3.7786 -0.015 0.052 0.298 0.021
H 0.4270 2.7488 -4.5278 -0.016 -0.003 0.012 0.000
S 3.4464 -0.5825 1.6574 0.111 -0.169 -0.009 0.006
C -2.7906 -0.9778 1.1094 0.204 0.023 0.236 0.020
Re -0.2611 -0.5950 -1.1108 0.507 0.277 -0.185 1.008
H -1.1653 3.4165 -4.1345 0.002 -0.008 -0.002 0.000
H 0.6124 4.6399 -0.9973 0.002 -0.012 0.018 0.000
H -0.3237 -0.6776 3.5193 0.087 0.013 -0.019 0.000
H -1.6243 -1.8677 3.5431 -0.006 0.010 -0.002 0.000
C 4.3619 -2.0948 1.1078 -0.082 0.073 -0.016 0.002
H 5.4060 -1.8019 1.2036 0.013 -0.011 0.008 0.000
H 1.7662 -5.8287 2.0580 0.004 0.013 0.003 0.000
H -1.6402 4.5434 -1.4751 0.003 0.003 0.005 0.000
C -1.1486 2.8355 0.7584 -0.004 0.011 -0.008 0.001
H -0.5570 3.7501 0.7814 0.015 0.000 -0.019 0.000
N -0.3767 -0.7297 0.9319 0.109 0.024 0.216 -0.014
H 0.9812 0.2368 -3.8171 0.000 0.003 -0.009 0.000
C 4.3673 -4.6641 3.8822 0.045 0.050 -0.009 0.000
H 0.3599 4.3844 -2.7327 0.013 -0.009 0.036 0.000
C -2.3080 3.6946 -1.3504 -0.027 -0.014 0.035 -0.001
H -0.4316 -0.2360 -4.7601 -0.020 -0.003 -0.022 0.001
C 2.5860 -5.1884 2.3571 -0.024 0.024 -0.055 -0.001
H 1.7812 2.2846 -2.5742 0.044 -0.035 0.024 0.002
C -3.0730 -1.0311 -0.2602 0.229 0.034 -0.350 0.018
H 5.5711 -2.9621 3.3763 -0.022 0.001 0.011 0.000
H 1.9777 4.6524 -2.1029 -0.004 0.014 0.008 0.000
C 1.2857 2.6764 -1.6785 0.021 0.003 -0.026 -0.003
H -0.3110 -0.8384 -3.1766 -0.037 0.122 0.072 -0.011
C -5.1750 -1.2764 1.5024 0.041 0.009 -0.032 -0.004
H -1.9043 1.1793 -3.2842 -0.008 0.004 0.047 -0.002
H -6.4137 -1.4545 -0.2465 0.007 0.005 0.001 0.000
H -2.3581 1.6977 -0.5968 -0.014 -0.004 -0.006 -0.005
C -5.4099 -1.3169 0.1321 -0.017 -0.005 -0.007 0.002
H 2.5947 1.4422 -0.4282 -0.017 -0.038 -0.004 0.002
C -3.8897 -1.1127 1.9763 -0.062 -0.003 0.016 -0.002
H -2.0196 2.9956 1.3944 0.001 0.023 -0.013 0.000
H -4.4970 -1.2349 -1.8227 -0.023 -0.012 0.018 -0.001
H 3.0346 3.1360 -0.5381 0.002 -0.013 0.005 0.000
C -1.4460 -0.8487 1.6851 -0.070 -0.041 0.040 -0.016
H 4.1444 -2.2518 0.0525 0.108 0.028 -0.013 0.001
C 2.1903 2.4498 -0.4659 -0.061 0.051 0.022 0.000
C -1.6228 2.5088 -0.6626 -0.069 0.004 0.053 0.008
H 4.9311 -4.8880 4.7779 -0.008 0.008 -0.009 0.000
C 1.0204 4.1749 -1.8934 0.026 -0.010 -0.048 0.000
P -0.2896 1.7345 -1.6465 0.007 0.018 0.004 -0.001
H -3.1372 4.0196 -0.7207 -0.002 -0.002 -0.009 0.000
C -0.6293 2.5069 -4.3999 0.006 -0.037 -0.077 0.000
C -4.3530 -1.1949 -0.7512 -0.132 -0.016 -0.070 -0.006
O -2.0807 -0.9012 -1.2048 -0.110 -0.258 0.287 0.014
H -1.0087 2.1745 -5.3674 0.007 -0.007 0.014 0.000
C 3.2942 -5.4640 3.5182 -0.006 -0.017 0.022 0.000
H -2.0102 -0.1500 3.6144 0.021 -0.004 -0.010 0.000
H -0.5519 2.0358 1.2034 -0.028 -0.015 -0.017 0.000
```
Positions in Å, forces in eV/Å.

## Properties
max |F|: 0.607 eV/A
HOMO level (alpha / beta): -13.478 / -13.478 eV
⟨S²⟩: 0.76
total charge: +2
energy above the lowest of the compared OMol25 structures with the same formula, charge and spin: 0.0 kcal/mol
frontier orbital gap (alpha / beta): 5.2 / 5.5 eV
spin multiplicity: 2

---

(2)
Entry from OMol25: a 2-piece molecular cluster, C9H17N2OS overall in a non-equilibrium geometry (ωB97M-V/def2-TZVPD).

Structure (XYZ):
```
30
Properties=species:S:1:pos:R:3:forces:R:3:nbo_charge:R:1
C -1.9271 0.3750 -1.7203 1.658 1.787 1.116 -0.073
N -0.3884 -1.8015 -0.3039 1.369 -0.475 -0.841 -0.503
H 0.9671 -0.6068 4.6123 0.719 -0.203 0.762 0.252
H 3.1663 0.7446 -0.2081 1.084 1.035 0.738 0.172
O -1.6689 0.1615 -0.3153 0.963 -1.756 1.265 -0.466
H 2.6013 2.9233 1.4284 -0.522 1.662 0.981 0.359
H -1.4759 1.4072 -1.8309 -0.211 -1.316 -0.612 0.218
H -1.4426 -0.3809 -2.2787 0.651 -0.332 -0.765 0.184
H -1.6280 -2.3596 -1.9619 -0.802 0.495 -0.332 0.230
C -0.8346 0.8259 2.0318 -0.445 0.382 0.853 -0.270
C 0.5356 -0.2923 3.7060 -1.868 -0.373 -1.849 -0.370
S -0.4351 1.1597 3.6492 0.748 -0.822 -0.864 0.539
H -1.3661 1.5350 1.4563 -0.526 0.598 -0.221 0.255
C -3.3464 0.4550 -1.9899 -3.850 -0.373 0.277 -0.654
H 1.9947 3.2678 -0.1633 1.311 -1.159 1.424 0.374
C -0.4507 -0.3943 1.5521 1.238 0.934 2.201 -0.254
C 3.5834 1.6783 0.3044 -3.754 -0.952 0.355 -0.404
H 1.0813 -1.9252 2.4005 -1.469 0.933 0.188 0.236
H 0.1872 -2.3804 -2.2588 -1.072 -0.387 0.625 0.239
C -0.8027 -0.7134 0.2203 -1.912 2.043 -0.300 0.710
H 4.4134 2.0604 -0.2178 0.781 0.830 -0.814 0.193
C 0.3722 -1.0478 2.5569 1.836 -0.386 0.188 -0.229
H -4.0442 -0.4075 -1.6229 1.693 1.168 -0.530 0.234
C -0.6703 -2.5158 -1.5406 1.526 -0.010 0.333 -0.425
H 0.3590 -2.2923 0.1955 -0.542 0.580 0.172 0.429
H -3.8323 1.3829 -1.5508 0.708 -0.995 -0.774 0.240
H 3.8720 1.4813 1.3448 0.238 -0.541 -0.529 0.193
N 2.3298 2.5634 0.5574 0.786 -0.929 -2.150 -0.884
H -0.6999 -3.4447 -1.0254 0.052 -1.831 -1.174 0.233
H -3.4166 0.4355 -3.0876 -0.388 0.392 0.278 0.244
```
Positions in Å, forces in eV/Å.

## Properties
max |F|: 3.889 eV/A
HOMO level: -11.842 eV
total charge: +1
energy above the lowest of the compared OMol25 structures with the same formula, charge and spin: 38.9 kcal/mol
frontier orbital gap: 8.3 eV

---

(3)
Entry from OMol25: a 8-piece molecular cluster, H14NO10 overall in a non-equilibrium geometry (ωB97M-V/def2-TZVPD).

Structure (XYZ):
```
25
Properties=species:S:1:pos:R:3:forces:R:3:nbo_charge:R:1
H 1.3619 1.3384 1.6370 -0.843 -4.868 -3.245 0.469
H 0.4508 -2.8753 -1.1479 -1.186 3.570 0.301 0.494
O -2.3339 3.3006 0.6403 0.103 1.090 1.456 -0.956
H 1.6213 2.6793 1.6413 0.170 1.163 0.185 0.441
H 2.3286 2.3866 -0.5041 -2.525 6.410 5.415 0.439
H -2.8734 -3.0411 -0.2899 0.572 2.235 -2.280 0.459
H 2.1692 -2.9986 2.1193 0.634 2.967 0.790 0.470
O 1.4542 1.9693 2.2512 0.641 3.996 3.416 -0.932
O -2.6257 1.4511 -2.0049 -1.210 -0.143 -0.089 -0.944
O 2.5629 1.7667 -1.0320 2.440 -6.995 -5.391 -0.929
H 1.0511 -3.7933 -2.2408 0.732 0.268 -3.554 0.463
H 2.1825 0.9398 -0.6738 0.366 0.653 -0.136 0.481
N 0.1056 -0.0498 -0.0906 0.891 -1.402 -1.880 0.732
O 0.8033 -3.6738 -1.3846 0.566 -3.840 3.331 -0.964
H -1.8684 -1.9904 -0.9683 0.197 0.142 0.208 0.496
H -2.0006 3.7370 1.4746 -0.332 -1.015 -1.508 0.462
O -0.3325 1.0768 -0.3938 -0.261 -0.797 0.668 -0.524
H -2.9783 0.8920 -1.3157 -2.062 -0.495 0.061 0.457
O 2.4753 -2.0760 2.4747 -1.338 -1.771 -0.985 -0.977
O 1.0870 -0.1750 0.6668 -0.073 0.567 0.597 -0.559
O -2.7676 -2.3316 -1.0416 -0.946 -2.288 2.072 -0.970
O -0.2502 -1.1085 -0.6956 -0.740 1.361 0.506 -0.571
H -1.6647 2.6736 0.3524 0.277 -0.095 0.131 0.491
H 1.8492 -1.3917 2.1120 0.740 -1.259 0.126 0.501
H -1.8076 1.2939 -1.5859 3.186 0.545 -0.193 0.473
```
Positions in Å, forces in eV/Å.

## Properties
max |F|: 9.162 eV/A
HOMO level: -7.294 eV
total charge: -1
energy above the lowest of the compared OMol25 structures with the same formula, charge and spin: 47.6 kcal/mol
frontier orbital gap: 10.5 eV

---

(4)
Entry from OMol25: a 4-piece molecular cluster, CH7NO2 overall in a non-equilibrium geometry (ωB97M-V/def2-TZVPD).

Structure (XYZ):
```
11
Properties=species:S:1:pos:R:3:forces:R:3:nbo_charge:R:1
H -0.8627 1.2490 -0.8043 0.013 -0.192 0.121 0.153
H -2.5642 0.7715 -0.6056 0.114 -0.111 0.107 0.198
H 2.7627 -0.8227 -0.8767 -0.135 0.167 0.116 0.343
H -0.0425 -1.1978 1.5832 -1.236 0.022 -0.640 0.025
H -1.5601 1.0389 0.8232 -0.019 -0.229 -0.151 0.189
C -1.5474 0.6325 -0.2004 -0.035 0.416 -0.135 -0.289
N 2.1672 -0.1489 -0.3974 1.039 0.331 -0.466 -0.316
O -1.2615 -0.7225 -0.2489 -0.889 0.056 -0.106 -0.396
O 1.0705 -0.5157 0.0914 0.591 0.157 -0.111 -0.350
H 2.4664 0.8221 -0.3165 -0.065 -0.236 -0.025 0.340
H -0.6283 -1.1065 0.9518 0.622 -0.382 1.291 0.103
```
Positions in Å, forces in eV/Å.

## Properties
max |F|: 1.483 eV/A
HOMO level (alpha / beta): -9.848 / -8.715 eV
total charge: 0
energy above the lowest of the compared OMol25 structures with the same formula, charge and spin: 152.1 kcal/mol
frontier orbital gap (alpha / beta): 10.5 / 7.5 eV

---

(5)
Entry from OMol25: C2H2N2O in the gas phase in a non-equilibrium geometry (ωB97M-V/def2-TZVPD).

Structure (XYZ):
```
7
Properties=species:S:1:pos:R:3:forces:R:3:nbo_charge:R:1
N 0.2332 0.6345 -0.6564 -0.025 -1.630 -2.439 -0.454
C 0.9594 0.5046 0.4215 -3.072 4.578 0.402 0.221
C -0.5826 -0.4673 -0.6287 -0.125 -0.178 -0.197 0.107
H -1.2742 -0.7345 -1.4240 0.196 0.012 0.322 0.220
H 0.6789 1.6548 0.6161 2.511 -1.601 1.364 0.281
O 0.4549 -0.4366 1.2059 0.582 -1.343 0.593 -0.280
N -0.4696 -1.1556 0.4656 -0.066 0.163 -0.046 -0.096
```
Positions in Å, forces in eV/Å.

## Properties
max |F|: 5.528 eV/A
HOMO level: -11.246 eV
SMILES: c1ncon1
total charge: 0
energy above the lowest of the compared OMol25 structures with the same formula, charge and spin: 79.2 kcal/mol
frontier orbital gap: 11.1 eV

---

(6)
Entry from OMol25: a 3-piece molecular cluster, C4H11NO2 overall in a non-equilibrium geometry (ωB97M-V/def2-TZVPD).

Structure (XYZ):
```
18
Properties=species:S:1:pos:R:3:forces:R:3:nbo_charge:R:1
O 2.7882 -1.2779 -3.7510 -0.752 -1.287 -1.632 -0.941
N 0.3842 -0.3233 2.1039 1.468 0.655 -1.308 -0.819
H 0.8941 0.6872 -1.0704 -0.616 1.594 -2.532 0.206
H 1.3356 -0.9207 -0.2997 -1.270 2.293 0.273 0.191
H -1.5026 -1.4616 0.5322 0.079 0.151 0.203 0.478
O -2.2706 -1.9258 0.8794 -0.713 0.496 1.446 -0.947
H -2.4771 -1.5090 1.7661 0.652 -0.690 -1.682 0.470
C -0.9754 1.4284 0.9869 -0.846 2.504 -3.589 -0.229
H 2.8634 -1.3962 -4.7348 0.000 0.344 1.564 0.474
C -1.3156 2.3645 -0.0598 -0.766 0.340 3.861 -0.400
H -2.4514 2.6578 -0.1706 2.398 -0.535 0.531 0.200
H -1.8043 1.1822 1.6875 0.757 -0.502 -0.759 0.219
H 0.4417 0.2981 2.8979 -0.084 -0.103 0.388 0.366
C 0.2330 0.5302 0.9278 -1.296 -1.575 -0.120 0.108
C 0.6981 0.0858 -0.2765 2.136 -3.073 3.549 -0.431
H 1.3267 -0.7807 2.0137 -1.405 0.459 0.298 0.374
H 3.3290 -0.5478 -3.5114 0.754 0.952 0.084 0.468
H -0.6253 3.2300 -0.3359 -0.496 -2.023 -0.575 0.214
```
Positions in Å, forces in eV/Å.

## Properties
max |F|: 5.157 eV/A
HOMO level: -8.319 eV
SMILES: C=CC(=C)N.O.O
total charge: 0
energy above the lowest of the compared OMol25 structures with the same formula, charge and spin: 96.8 kcal/mol
frontier orbital gap: 8.4 eV